No. 1
Entry from OMol25: a structure of composition C21H24IN5S4Sr (ωB97M-V/def2-TZVPD).

Calculated values
* energy relative to the best compared isomer or geometry (same formula, charge and spin): 45.7 kcal per mole
* lowest unoccupied orbital energy: 3.78 eV

```
! RIJCOSX wB97M-V def2-TZVPD def2/J DEFGRID3
* xyz -2 1
Sr -0.199 -0.044 1.735
C -1.214 -1.645 -0.118
C -0.725 -2.568 1.028
N -1.284 -2.138 2.388
C -2.712 -1.694 2.483
C -3.181 -0.335 1.883
C -4.324 -0.382 1.085
C -4.698 0.759 0.398
C -3.866 1.873 0.422
C -2.727 1.838 1.206
C -1.600 2.860 1.054
N -0.389 2.245 0.494
C -0.357 1.870 -0.934
C -0.951 0.486 -1.255
N -0.238 -0.685 -0.706
N -2.480 0.800 2.027
H -1.980 -1.011 0.298
H -1.731 -2.231 -0.870
H 0.380 -2.541 1.089
H -1.043 -3.578 0.783
H -1.210 -2.934 3.003
H -2.918 -1.653 3.556
H -3.364 -2.438 2.017
H -4.842 -1.319 0.927
H -5.572 0.745 -0.240
H -4.049 2.725 -0.220
H -1.326 3.237 2.041
H -1.973 3.693 0.440
H 0.438 2.760 0.765
H 0.688 1.895 -1.248
H -0.918 2.588 -1.551
H -1.135 0.355 -2.326
H -1.971 0.481 -0.854
H 0.209 -1.167 -1.487
S -0.726 -2.400 -3.517
S -0.518 -3.979 -2.203
S -2.324 -4.941 -1.820
S -3.584 -4.051 -0.410
I 1.179 2.668 3.886
C 0.528 0.570 4.324
H -0.062 0.812 5.218
H 1.486 0.186 4.695
N 7.095 1.032 -5.343
C 6.429 0.903 -4.413
C 5.606 0.738 -3.249
C 5.986 1.331 -2.043
C 5.202 1.181 -0.919
C 4.010 0.435 -0.954
C 3.646 -0.158 -2.178
C 4.427 -0.009 -3.305
C 3.188 0.295 0.196
C 2.441 0.208 1.171
H 6.900 1.909 -2.000
H 5.494 1.642 0.015
H 2.736 -0.742 -2.228
H 4.125 -0.473 -4.236
*
```

***

No. 2
Entry from OMol25: a structure of composition C21H24KN2OSSi (ωB97M-V/def2-TZVPD).

Calculated values
* energy relative to the best compared isomer or geometry (same formula, charge and spin): 7.7 kcal per mole
* lowest unoccupied orbital energy: 2.35 eV

```
! RIJCOSX wB97M-V def2-TZVPD def2/J DEFGRID3
* xyz -1 1
K -1.351 1.334 0.075
C -5.180 7.519 -2.336
C -4.923 6.386 -1.389
C -5.468 6.375 -0.105
C -5.088 5.312 0.700
N -4.281 4.350 0.302
C -3.838 4.417 -0.971
S -2.859 3.190 -1.590
N -4.139 5.421 -1.812
H -5.902 8.219 -1.918
H -5.539 7.125 -3.284
H -4.238 8.031 -2.526
H -6.129 7.158 0.232
H -5.446 5.235 1.721
C 4.210 -1.604 0.778
C 3.122 -0.575 0.487
C 3.101 0.462 1.602
C 3.494 0.138 -0.808
Si 1.334 -1.265 0.261
O 0.308 -0.118 0.031
C 0.703 -2.348 1.704
C -0.561 -2.898 1.526
C -1.206 -3.591 2.535
C -0.589 -3.754 3.764
C 0.671 -3.221 3.964
C 1.299 -2.524 2.945
C 1.429 -2.537 -1.154
C 2.067 -3.765 -1.029
C 2.087 -4.677 -2.069
C 1.448 -4.381 -3.260
C 0.802 -3.165 -3.401
C 0.794 -2.259 -2.356
H 5.174 -1.105 0.924
H 4.318 -2.295 -0.056
H 3.992 -2.177 1.677
H 4.066 0.969 1.691
H 2.868 -0.001 2.557
H 2.335 1.205 1.387
H 4.469 0.627 -0.722
H 2.746 0.892 -1.042
H 3.535 -0.566 -1.637
H -1.040 -2.782 0.563
H -2.185 -4.021 2.364
H -1.084 -4.295 4.560
H 1.170 -3.358 4.916
H 2.284 -2.116 3.126
H 2.569 -4.013 -0.105
H 2.594 -5.628 -1.952
H 1.457 -5.095 -4.074
H 0.301 -2.926 -4.331
H 0.296 -1.305 -2.464
*
```

***

No. 3
Entry from OMol25: a structure of composition C21H24LaN2O2P2 (ωB97M-V/def2-TZVPD).

Calculated values
* energy relative to the best compared isomer or geometry (same formula, charge and spin): 236.4 kcal per mole
* lowest unoccupied orbital energy: -4.45 eV

```
! RIJCOSX wB97M-V def2-TZVPD def2/J DEFGRID3
* xyz 1 1
C -1.462 3.387 -1.709
C -1.280 2.027 -1.493
C -0.019 1.444 -1.832
C 1.060 2.268 -2.337
C 0.811 3.658 -2.544
C -0.430 4.195 -2.242
C 2.297 1.648 -2.575
C 2.478 0.282 -2.306
C 1.337 -0.465 -1.822
C 1.459 -1.851 -1.495
C 2.693 -2.466 -1.661
C 3.812 -1.753 -2.151
C 3.718 -0.407 -2.469
H -2.423 3.845 -1.450
H 1.618 4.291 -2.932
H -0.613 5.262 -2.403
H 3.134 2.240 -2.960
H 2.800 -3.525 -1.404
H 4.768 -2.272 -2.272
H 4.590 0.147 -2.835
N 0.134 0.119 -1.625
La -0.064 0.019 1.871
C -2.321 1.152 -0.837
H -2.285 0.139 -1.271
H -3.324 1.577 -0.945
C 0.253 -2.550 -0.918
H -0.657 -2.187 -1.422
H 0.332 -3.637 -1.018
P -2.064 0.963 0.990
P 0.000 -2.224 0.898
C 1.310 -3.272 1.626
H 1.206 -3.296 2.723
H 1.245 -4.299 1.230
H 2.297 -2.848 1.390
C -1.512 -3.215 1.192
H -1.356 -4.254 0.859
H -1.767 -3.216 2.264
H -2.357 -2.783 0.636
C -2.322 2.662 1.594
H -3.266 3.067 1.194
H -2.354 2.657 2.696
H -1.481 3.298 1.283
C -3.598 0.109 1.493
H -3.622 -0.019 2.587
H -4.473 0.700 1.181
H -3.648 -0.887 1.028
C 1.758 -0.196 2.691
O 2.791 -0.216 3.151
H 0.813 0.682 0.684
O 0.001 0.000 6.394
C -0.003 0.001 5.214
N -0.016 0.000 4.057
*
```

***

No. 4
Entry from OMol25: the molecule C21H24N2O2 (ωB97M-V/def2-TZVPD).

Calculated values
* energy relative to the best compared isomer or geometry (same formula, charge and spin): 15.1 kcal per mole
* SMILES: CC[C@@H](C(=O)Nc1ccc(C(=O)N2CCCC2)cc1)c1ccccc1
* lowest unoccupied orbital energy: 0.65 eV

```
! RIJCOSX wB97M-V def2-TZVPD def2/J DEFGRID3
* xyz 0 1
C -0.812 3.085 -4.076
C -0.973 4.023 -2.888
C -0.200 3.575 -1.633
C -0.814 2.310 -1.029
O -1.859 1.828 -1.397
N -0.061 1.826 0.003
C -0.279 0.703 0.802
C 0.733 0.327 1.685
C 0.570 -0.768 2.507
C -0.596 -1.526 2.452
C -0.745 -2.672 3.396
O -0.488 -2.563 4.584
N -1.193 -3.835 2.876
C -1.281 -4.203 1.478
C -0.919 -5.688 1.478
C -1.550 -6.170 2.784
C -1.301 -5.005 3.738
C -1.610 -1.137 1.583
C -1.460 -0.034 0.766
C 1.274 3.426 -1.914
C 2.127 4.509 -1.737
C 3.476 4.399 -2.024
C 3.992 3.202 -2.490
C 3.151 2.117 -2.669
C 1.801 2.228 -2.384
H -1.401 3.450 -4.914
H 0.228 3.023 -4.389
H -1.166 2.090 -3.819
H -2.030 4.082 -2.623
H -0.630 5.023 -3.164
H -0.333 4.360 -0.875
H 0.816 2.301 0.179
H 1.646 0.904 1.727
H 1.345 -1.050 3.204
H -0.610 -3.595 0.869
H -2.306 -4.068 1.111
H -1.301 -6.209 0.603
H 0.164 -5.808 1.517
H -1.111 -7.097 3.147
H -2.620 -6.323 2.644
H -2.109 -4.863 4.461
H -0.369 -5.122 4.301
H -2.540 -1.685 1.562
H -2.252 0.263 0.099
H 1.730 5.447 -1.374
H 4.126 5.250 -1.882
H 5.045 3.115 -2.713
H 3.546 1.180 -3.033
H 1.151 1.376 -2.526
*
```

***

In a.u., the calculated total energy values for the records above are, in order, -3009.53906, -2287.17322, -1788.37238, -1074.66961.
In eV Å⁻¹, the largest force on an atom values for the records above are, in order, 3.63, 1.51, 14.93, 0.54.